Entry 1:
Density functional theory data (ωB97M-V/def2-TZVPD) for a molecular structure, C22H20BN4O5V in a non-equilibrium geometry.

XYZ file:
```
53
Properties=species:S:1:pos:R:3:lowdin_charge:R:1
V 0.55 0.22 0.61 0.91
O -2.90 -5.61 2.94 -0.04
C -3.76 -4.78 2.57 -0.70
O -4.98 -4.68 2.83 -0.05
C -3.24 -3.73 1.57 -0.10
C -4.09 -3.14 0.65 0.00
C -3.59 -2.17 -0.21 -0.14
N -2.33 -1.75 -0.20 0.08
C -1.51 -2.33 0.69 -0.22
C -1.92 -3.31 1.58 0.06
C -0.10 -1.82 0.70 -0.60
O 0.51 -1.57 1.79 -0.02
O 0.46 -1.51 -0.43 -0.07
H -5.13 -3.43 0.63 0.11
H -4.24 -1.69 -0.94 0.10
H -1.22 -3.76 2.27 0.13
C 4.80 0.40 0.44 -0.04
C 3.53 -0.03 0.73 -0.07
N 2.44 0.52 0.17 -0.01
C 2.64 1.53 -0.73 -0.14
C 3.90 2.03 -1.07 -0.15
C 5.00 1.44 -0.47 -0.02
C 3.96 3.09 -2.05 -0.02
C 2.84 3.56 -2.64 -0.02
C 1.53 3.03 -2.32 -0.15
C 0.35 3.39 -2.94 -0.02
C -0.82 2.73 -2.58 -0.04
C -0.82 1.79 -1.57 -0.10
N 0.30 1.47 -0.89 0.01
C 1.47 2.04 -1.32 -0.13
H 5.64 -0.08 0.92 0.11
H 3.34 -0.83 1.44 0.13
H 6.00 1.79 -0.70 0.11
H 4.93 3.50 -2.31 0.11
H 2.91 4.34 -3.39 0.11
H 0.35 4.16 -3.70 0.11
H -1.76 2.96 -3.08 0.11
H -1.72 1.27 -1.28 0.11
B 0.78 3.02 4.33 -0.41
C 0.77 2.14 3.01 -0.15
N 0.76 1.56 2.01 0.06
H 0.75 4.18 3.96 0.00
H 1.81 2.77 4.93 0.00
H -0.21 2.73 4.98 0.00
C -2.55 2.83 1.14 -0.08
C -2.34 1.68 2.10 -0.25
O -1.68 0.56 1.50 -0.13
H -2.99 3.68 1.66 0.08
H -3.21 2.55 0.32 0.07
H -1.59 3.14 0.72 0.07
H -3.30 1.33 2.51 0.12
H -1.72 1.99 2.93 0.09
H -2.29 0.09 0.90 0.07
```

HOMO level (alpha / beta): -4.35 / -5.05 eV
E_LUMO (alpha / beta): 0.03869 / 0.04501 Eh
E_tot: -2414.57535 a.u.
frontier orbital gap (alpha / beta): 5.40 / 6.28 eV
net charge: -1
expectation value of S²: 0.87
spin multiplicity: 2

---

Entry 2:
Density functional theory data (ωB97M-V/def2-TZVPD) for a molecular structure, C22H20BN5O2PdS2Se.

XYZ file:
```
54
Properties=species:S:1:pos:R:3:lowdin_charge:R:1
Pd -1.00 0.53 -0.96 0.68
C 2.44 4.36 -2.56 -0.35
S 2.50 3.67 -0.88 0.87
C 0.98 2.79 -0.90 -1.02
S 1.19 1.05 -1.07 0.72
N -0.14 3.39 -0.78 0.00
N -1.22 2.54 -0.85 -0.13
C -2.42 2.99 -0.80 0.02
C -3.51 2.02 -0.89 -0.23
C -4.83 2.41 -0.83 0.04
C -5.82 1.44 -0.96 0.01
C -5.45 0.12 -1.14 0.01
C -4.10 -0.19 -1.19 -0.07
N -3.15 0.73 -1.07 0.00
H 3.38 4.90 -2.68 0.05
H 1.61 5.05 -2.65 0.05
H 2.38 3.56 -3.29 0.04
H -2.59 4.06 -0.70 0.16
H -5.09 3.45 -0.70 0.14
H -6.87 1.71 -0.91 0.13
H -6.18 -0.66 -1.25 0.13
H -3.77 -1.21 -1.33 0.11
O -2.16 0.37 1.68 0.17
B -0.96 0.27 1.05 -0.76
O 0.11 0.12 1.88 0.13
C -0.46 0.12 3.17 -0.16
C 0.16 0.02 4.38 0.03
C -0.67 0.05 5.50 -0.05
C -2.05 0.19 5.38 -0.05
C -2.67 0.31 4.13 0.03
C -1.83 0.27 3.04 -0.17
H 1.24 -0.08 4.47 0.13
H -0.23 -0.03 6.48 0.12
H -2.66 0.22 6.27 0.12
H -3.74 0.42 4.03 0.13
C 1.34 -3.02 -3.19 0.02
N 1.80 -2.66 -1.85 -0.05
C 1.07 -2.16 -0.85 -0.64
Se -0.81 -1.86 -0.87 0.90
N 1.85 -1.96 0.21 0.15
C 3.16 -2.33 -0.10 -0.16
C 4.34 -2.30 0.63 0.02
C 5.47 -2.75 -0.02 -0.04
C 5.43 -3.21 -1.35 -0.04
C 4.26 -3.23 -2.07 0.02
C 3.12 -2.78 -1.42 -0.14
H 0.27 -2.85 -3.26 0.06
H 1.56 -4.07 -3.37 0.11
H 1.86 -2.40 -3.92 0.11
H 1.53 -1.56 1.08 0.15
H 4.37 -1.95 1.65 0.13
H 6.41 -2.75 0.51 0.12
H 6.34 -3.55 -1.81 0.12
H 4.23 -3.59 -3.09 0.12
```

HOMO level: -14.07 eV
E_LUMO: -0.27172 Eh
relative energy (zero: lowest compared OMol25 entry of this formula, charge and spin): 0.876 eV
E_tot: -4624.74913 a.u.
frontier orbital gap: 6.67 eV
net charge: +2

---

Entry 3:
Density functional theory data (ωB97M-V/def2-TZVPD) for a molecular structure, C22H20BrF4I2N4Re in a non-equilibrium geometry.

XYZ file:
```
54
Properties=species:S:1:pos:R:3:lowdin_charge:R:1
Re 0.41 0.55 -0.03 1.74
C 1.13 1.15 -3.03 -0.04
N 1.22 0.09 -2.01 -0.37
C 0.64 -1.13 -2.60 -0.03
C 2.64 -0.15 -1.64 -0.15
C 2.72 -1.18 -0.51 -0.17
N 1.64 -0.94 0.42 -0.15
C 1.63 -1.56 1.63 -0.19
C 0.69 -1.12 2.59 -0.15
F -0.12 -0.07 2.19 -0.03
C 0.59 -1.64 3.86 -0.19
F -0.29 -1.14 4.71 0.16
C 1.44 -2.68 4.25 0.16
C 2.37 -3.15 3.34 -0.17
F 3.18 -4.13 3.69 0.18
C 2.48 -2.61 2.06 -0.10
F 3.39 -3.11 1.23 0.14
H 1.62 0.83 -3.95 0.13
H 1.62 2.06 -2.69 0.09
H 0.09 1.36 -3.25 0.11
H 1.19 -1.41 -3.50 0.13
H -0.40 -0.97 -2.87 0.11
H 0.69 -1.97 -1.90 0.09
H 3.07 0.79 -1.29 0.13
H 3.21 -0.49 -2.51 0.16
H 3.69 -1.08 -0.01 0.15
H 2.68 -2.20 -0.91 0.15
H 1.38 -3.10 5.25 0.17
Br -5.21 -4.46 0.65 0.87
C -4.17 -2.92 0.30 -0.63
C -2.78 -2.97 0.46 -0.09
C -2.02 -1.84 0.23 -0.04
C -2.61 -0.63 -0.16 -0.26
C -4.00 -0.61 -0.36 0.01
C -4.77 -1.74 -0.13 -0.07
N -1.79 0.50 -0.32 -0.03
C -2.30 1.68 -0.52 -0.01
C -1.43 2.80 -0.68 -0.22
C -1.88 4.09 -0.99 0.07
C -0.96 5.11 -1.16 0.04
C 0.39 4.82 -0.97 0.04
C 0.76 3.52 -0.64 -0.13
N -0.11 2.52 -0.51 -0.10
H -2.31 -3.90 0.77 0.12
H -0.94 -1.89 0.34 0.08
H -4.52 0.26 -0.72 0.12
H -5.83 -1.69 -0.29 0.13
H -3.37 1.83 -0.55 0.15
H -2.94 4.27 -1.12 0.15
H -1.28 6.11 -1.42 0.15
H 1.14 5.59 -1.08 0.14
H 1.80 3.28 -0.47 0.08
I 2.79 2.05 2.30 0.11
I 3.74 3.22 4.51 0.27
```

HOMO level (alpha / beta): -16.45 / -16.46 eV
E_LUMO (alpha / beta): -0.41941 / -0.43710 Eh
relative energy (zero: lowest compared OMol25 entry of this formula, charge and spin): 1.371 eV
E_tot: -4715.43394 a.u.
frontier orbital gap (alpha / beta): 5.03 / 4.56 eV
net charge: +3
expectation value of S²: 3.95
spin multiplicity: 4

---

Entry 4:
Density functional theory data (ωB97M-V/def2-TZVPD) for a molecular structure, C22H20Cl2F3N5O5OsS in a non-equilibrium geometry.

XYZ file:
```
59
Properties=species:S:1:pos:R:3:lowdin_charge:R:1
Os 0.18 0.46 -0.73 1.69
Cl -4.12 2.73 -1.97 0.86
C -3.34 2.78 -0.46 -0.53
C -3.80 3.65 0.53 -0.07
C -3.16 3.76 1.75 -0.55
Cl -3.75 4.84 2.92 0.87
C -1.99 2.98 2.03 -0.13
C -1.24 3.08 3.21 0.04
C -0.12 2.29 3.37 0.03
C 0.23 1.39 2.36 -0.07
N -0.46 1.28 1.23 -0.02
C -1.54 2.07 1.04 -0.17
C -2.18 1.98 -0.26 -0.34
O -1.68 1.23 -1.14 -0.12
H -4.67 4.26 0.33 0.13
H -1.54 3.78 3.97 0.11
H 0.49 2.36 4.26 0.13
H 1.09 0.75 2.49 0.11
C -1.28 -1.40 -4.53 0.05
C -0.62 -1.55 -3.20 -0.46
O -0.06 -0.59 -2.65 -0.09
N -0.65 -2.77 -2.65 0.11
C -0.01 -3.08 -1.39 -0.10
C -0.95 -2.86 -0.23 -0.25
C -1.52 -3.94 0.44 0.01
C -2.43 -3.71 1.45 -0.01
C -2.78 -2.40 1.74 -0.02
C -2.16 -1.38 1.04 -0.12
N -1.24 -1.60 0.10 0.05
H -0.83 -0.57 -5.08 0.11
H -2.33 -1.18 -4.38 0.11
H -1.20 -2.31 -5.13 0.10
H -1.15 -3.51 -3.13 0.17
H 0.86 -2.42 -1.30 0.10
H 0.33 -4.12 -1.42 0.14
H -1.25 -4.95 0.16 0.12
H -2.87 -4.53 2.00 0.13
H -3.51 -2.16 2.49 0.12
H -2.41 -0.35 1.24 0.10
F 2.62 2.02 0.56 0.07
C 2.84 3.07 -0.29 -0.63
F 4.08 2.94 -0.74 0.18
F 2.73 4.17 0.43 0.17
S 1.46 2.99 -1.56 0.55
O 1.56 4.12 -2.40 -0.19
O 0.34 2.93 -0.60 -0.34
O 1.62 1.66 -2.16 -0.37
C 4.28 -2.44 1.70 0.02
N 3.57 -1.62 0.75 -0.10
C 4.07 -1.16 -0.42 0.00
C 3.06 -0.48 -1.05 -0.10
N 1.95 -0.51 -0.25 -0.15
C 2.29 -1.22 0.83 -0.13
H 5.33 -2.46 1.43 0.11
H 3.89 -3.46 1.68 0.11
H 4.18 -2.05 2.71 0.11
H 5.08 -1.32 -0.72 0.14
H 3.07 0.02 -2.00 0.11
H 1.63 -1.47 1.63 0.15
```

HOMO level (alpha / beta): -14.27 / -14.92 eV
E_LUMO (alpha / beta): -0.24529 / -0.32209 Eh
relative energy (zero: lowest compared OMol25 entry of this formula, charge and spin): 1.156 eV
E_tot: -3208.65654 a.u.
frontier orbital gap (alpha / beta): 7.60 / 6.16 eV
net charge: +2
expectation value of S²: 6.04
spin multiplicity: 5

---

Number 3 is which compound? C22H20BrF4I2N4Re

---

The lowest net charge belongs to which entry? C22H20BN4O5V

---

The lowest E_tot belongs to which entry? C22H20BrF4I2N4Re

---

The lowest E_tot belongs to which entry? C22H20BrF4I2N4Re